No. 1
{
  "formula": "C16H21BBr12FO7PS",
  "method": "ωB97M-V with the def2-TZVPD basis set",
  "gap_ev": 7.800,
  "multiplicity": 1,
  "elements": ["C", "C", "Br", "H", "C", "H", "Br", "H", "C", "C", "Br", "F", "O", "H", "Br", "H", "B", "Br", "C", "O", "H", "H", "C", "H", "Br", "C", "O", "H", "H", "H", "Br", "O", "Br", "H", "H", "Br", "C", "C", "Br", "P", "S", "H", "Br", "O", "Br", "H", "C", "H", "H", "C", "H", "H", "O", "C", "C", "O", "C", "H", "H", "C"],
  "xyz": [[-0.539756, 0.151927, -1.120419], [2.771082, 0.759333, -2.465448], [-2.718620, 2.142583, -6.714509], [-5.386248, 3.047560, 6.080044], [-4.156886, 0.976783, -7.290904], [-4.784046, 1.554795, -7.966321], [3.303365, -1.282978, 4.044882], [1.009661, -2.603387, 1.267637], [2.039564, 0.141496, -1.428125], [-1.145785, 1.474527, 1.893684], [-3.492279, -0.543357, -8.293782], [4.425805, 0.997898, 1.725230], [-3.001996, -0.306553, 0.039066], [-1.239943, 0.221750, -2.028646], [-3.338096, -3.505810, -5.352886], [0.827739, -1.592667, -0.816183], [2.313305, 0.614525, -4.012932], [4.782140, -3.180708, 6.173418], [2.570936, 0.388820, 0.065087], [-1.330030, -2.280690, 0.384146], [-0.156915, 2.937899, 3.383893], [2.791773, -1.715412, 6.438523], [3.101825, -2.377693, 5.632927], [-0.451901, 2.001061, 1.157697], [-4.999306, 1.563344, 4.123110], [4.697302, 1.687248, -0.652661], [1.049334, 0.985282, -4.556611], [-1.422991, -3.879072, 1.732959], [-1.450285, 1.850754, 4.133623], [-3.739785, -1.949754, -3.456372], [-5.277202, 0.427226, -5.806180], [1.855498, 0.086747, 1.050932], [-3.661814, 1.537720, 7.043014], [-2.221113, 1.837466, 1.838870], [4.043900, 0.650471, -5.027138], [1.704025, -3.706379, 5.421792], [3.974753, 1.057767, 0.381244], [4.040185, 1.631620, -2.118542], [-2.009008, -3.411358, -2.430472], [-1.508726, -0.589725, 0.323717], [6.319593, 2.487797, -0.320261], [0.202114, 1.156191, 3.715210], [-1.701498, -0.907822, -4.429680], [4.555390, 2.353388, -3.010299], [-3.340734, 4.111716, 5.150995], [0.505604, -1.788537, 2.913810], [0.729196, -0.737485, -1.583305], [0.478857, 1.402536, -3.874255], [-0.161421, 1.184387, -0.801324], [-2.825276, -2.381814, -3.858713], [6.199793, 3.390862, 0.732057], [0.708674, -3.673143, 2.742596], [3.275523, 0.038332, -4.931480], [-1.166153, -2.756340, 1.749723], [-0.608620, 1.892478, 3.365131], [-1.075823, 0.028019, 1.841090], [-4.476433, 2.624729, 5.659159], [0.603642, -1.239978, -2.592690], [-1.877433, -2.287833, 2.503536], [0.385536, -2.698540, 2.231332]],
  "forces_ev_per_angstrom": [[1.0, -0.5, -0.4], [-1.0, -0.5, 2.6], [-0.2, -0.2, -0.1], [0.2, -0.1, -0.1], [0.0, 0.0, -0.1], [0.2, -0.1, 0.2], [0.0, -0.2, 0.3], [-0.8, 0.0, 1.6], [1.9, 1.0, -0.8], [0.5, 1.5, 2.2], [-0.1, 0.3, 0.2], [-1.3, 0.2, -3.4], [3.7, -0.4, 0.7], [0.7, 0.1, 1.8], [0.1, 0.2, 0.2], [0.0, 1.2, -1.3], [0.5, -0.2, -2.1], [-0.3, 0.1, -0.1], [-1.4, -0.6, 2.4], [0.7, 3.2, 1.5], [-0.7, -1.3, -0.2], [0.1, -0.2, -0.2], [0.0, 0.1, 0.0], [-1.1, -1.0, 0.6], [0.2, 0.2, 0.3], [-1.9, -1.1, 2.4], [1.7, -0.4, 1.9], [0.1, 1.8, -0.3], [1.1, 0.0, -1.1], [0.2, -0.1, -0.1], [0.2, 0.1, -0.2], [2.0, 0.7, -3.2], [-0.1, 0.2, -0.3], [1.3, -0.6, -0.5], [-0.6, -0.8, 0.3], [0.3, 0.2, 0.2], [0.8, 0.5, -1.6], [1.2, 1.7, -1.4], [-0.1, 0.3, -0.5], [-4.7, -0.1, -0.3], [-0.6, -0.1, -0.5], [-1.1, 1.1, -0.7], [-0.2, -0.4, -0.1], [-1.7, -2.5, 2.7], [-0.2, -0.3, 0.1], [0.2, -1.4, -1.1], [0.8, 0.1, 1.8], [0.5, -0.4, -0.6], [-0.8, -1.4, -0.5], [-0.2, -0.1, 0.1], [-0.8, -1.0, -0.7], [-0.6, 1.6, -0.7], [-1.2, 1.9, 1.3], [1.1, -2.4, 1.3], [0.1, -0.6, 0.1], [0.0, -0.5, -2.9], [-0.1, 0.0, 0.0], [0.2, 1.0, 1.1], [0.9, -0.3, -1.2], [-0.8, 0.3, -0.6]]
}

---

No. 2
{
  "formula": "C5H8O2",
  "method": "ωB97M-V with the def2-TZVPD basis set",
  "gap_ev": 9.229,
  "relative_energy_kj_mol": 546.47,
  "smiles": "C1=CC1.C=O.C=O",
  "multiplicity": 1,
  "elements": ["C", "O", "C", "H", "H", "C", "C", "H", "H", "C", "H", "H", "H", "H", "O"],
  "xyz": [[-0.607714, 1.924661, -0.082717], [-1.320313, 1.194902, 0.572183], [0.412322, -0.368416, 1.597975], [-0.620982, -1.080075, -2.299857], [-1.280502, 0.473321, -1.901164], [0.133909, -1.664537, 0.923105], [-0.354476, -0.119275, -1.844712], [0.390545, -2.598726, 1.431360], [0.438796, 2.115048, 0.175266], [1.240907, -0.700567, 0.655456], [0.329066, 0.146874, 2.537440], [2.269102, -0.603100, 0.356207], [-0.740924, -1.728322, 0.268702], [-1.044865, 2.683252, -0.754045], [0.756481, 0.317589, -1.619561]],
  "forces_ev_per_angstrom": [[-0.9, 1.2, 2.0], [0.3, 0.5, -1.0], [1.2, -0.6, 0.3], [0.9, -0.8, 0.4], [0.2, 0.5, 0.7], [-0.1, -0.2, 0.0], [0.2, 0.5, -1.9], [-0.3, 0.0, -0.1], [0.3, -0.5, -0.2], [0.2, 0.1, 1.3], [-0.3, 0.2, -0.2], [-0.2, 0.0, -0.4], [0.1, -0.1, -0.2], [0.0, -0.4, -0.6], [-1.5, -0.6, -0.3]]
}

---

No. 3
{
  "formula": "C19H17N3O2",
  "method": "ωB97M-V with the def2-TZVPD basis set",
  "gap_ev": 8.566,
  "relative_energy_kj_mol": 108.55,
  "smiles": "OCCCNc1nc(-c2ccccc2)nc2c1oc1ccccc12",
  "multiplicity": 1,
  "elements": ["H", "H", "C", "C", "H", "C", "C", "H", "C", "H", "C", "C", "C", "H", "N", "H", "H", "C", "H", "O", "C", "C", "N", "H", "H", "C", "C", "C", "H", "H", "C", "C", "C", "H", "C", "N", "H", "C", "H", "O", "H"],
  "xyz": [[2.482205, 2.652235, -2.099172], [0.841878, -1.684637, -2.348939], [-0.007344, -4.923450, -1.869213], [0.470927, -3.792676, -2.512045], [-2.039684, 2.641677, 6.227438], [-1.758108, 2.057148, 5.364460], [-0.748993, 1.887419, 3.235803], [1.346969, 0.841637, -4.455049], [-1.064352, 0.514434, 3.187772], [-0.284520, 1.484904, -2.685239], [0.020512, 1.188976, 1.328903], [1.675665, 1.931293, -1.939014], [-0.482061, -3.614487, 0.084207], [0.840247, -3.864448, -3.525058], [-0.567950, -1.137977, 1.338301], [2.728958, 2.690754, -4.387380], [-0.849155, -3.523182, 1.094144], [-0.000232, -1.183962, 0.141029], [-0.009505, -5.875554, -2.379936], [1.908110, 2.786001, -4.881609], [-0.483604, -4.830727, -0.570969], [-0.553432, 0.058451, 1.922808], [1.239004, 2.059447, -0.570683], [0.181526, 3.186173, -2.872986], [0.099021, 1.961528, -5.044657], [-2.075401, 0.700045, 5.328222], [-0.000440, -2.474331, -0.555635], [-1.735013, -0.085281, 4.246009], [-0.843805, 3.723277, 4.346495], [1.069097, 2.985989, -0.211562], [-1.091359, 2.674085, 4.322388], [0.536777, 2.155711, -2.941217], [0.605271, 1.043457, 0.062462], [-0.856963, -5.712221, -0.070047], [0.475693, -2.574176, -1.861088], [0.569264, -0.159044, -0.501748], [2.063551, 0.915807, -2.049883], [0.963641, 1.869190, -4.383283], [-2.597204, 0.260658, 6.165027], [-0.093971, 2.301471, 2.114583], [-1.975222, -1.135615, 4.206359]],
  "forces_ev_per_angstrom": [[0.0, -0.1, 0.0], [0.0, 0.0, -0.1], [0.0, -0.1, 0.0], [0.0, -0.1, -0.1], [0.0, 0.1, 0.1], [0.0, 0.1, -0.1], [-0.4, -0.8, 0.4], [-0.1, 0.0, 0.0], [0.1, 0.6, 0.1], [-0.1, 0.0, 0.0], [-0.4, -1.1, 0.2], [-0.2, 0.0, -0.4], [0.0, 0.1, 0.0], [0.0, 0.0, -0.1], [-0.1, -0.3, 0.1], [0.0, 0.0, -0.1], [0.0, 0.0, 0.1], [-0.1, 0.5, 0.4], [0.0, -0.1, 0.0], [0.4, 0.3, 0.0], [0.0, -0.1, 0.0], [0.6, 0.8, -0.8], [0.0, 0.3, 0.3], [-0.1, 0.0, 0.0], [0.1, -0.1, 0.1], [-0.1, -0.2, 0.1], [0.0, -0.6, -0.3], [0.1, 0.1, -0.1], [0.0, 0.1, 0.0], [0.0, -0.1, 0.0], [0.2, 0.2, -0.2], [0.4, -0.1, -0.3], [-0.1, 0.1, 0.4], [0.0, -0.1, 0.0], [0.0, 0.0, 0.1], [0.1, 0.2, -0.1], [0.1, 0.1, -0.1], [-0.4, -0.2, 0.3], [0.0, 0.0, 0.1], [0.2, 0.4, -0.3], [0.0, -0.1, 0.0]]
}

---

No. 4
{
  "formula": "C30H45CoNO3P2S",
  "method": "ωB97M-V with the def2-TZVPD basis set",
  "gap_ev": [7.682, 5.765],
  "multiplicity": 5,
  "charge": 1,
  "elements": ["C", "H", "H", "H", "H", "H", "H", "H", "H", "C", "C", "H", "C", "H", "H", "C", "C", "C", "H", "H", "H", "N", "H", "C", "P", "C", "C", "C", "H", "O", "H", "H", "Co", "H", "O", "C", "C", "O", "H", "H", "C", "H", "H", "H", "S", "C", "H", "H", "H", "P", "H", "C", "C", "H", "C", "H", "C", "C", "C", "C", "H", "C", "H", "C", "C", "C", "H", "H", "H", "H", "C", "H", "H", "H", "H", "C", "H", "H", "H", "C", "H", "H", "C"],
  "xyz": [[-1.610402, -0.420560, -3.975470], [1.178613, 4.371785, 4.057991], [1.270980, -4.286554, 1.340366], [0.001881, 1.689075, -1.498308], [-2.659273, -0.805966, 3.785550], [1.515860, 2.070765, -5.488103], [-2.663915, 3.947152, 6.019270], [-0.710997, -2.776586, -1.133842], [-3.358010, 2.290950, 4.239280], [1.261281, -0.369814, 4.534971], [-1.084182, -1.309488, -5.077270], [3.336603, -2.063572, 2.951744], [1.252430, -0.730736, -4.257291], [1.798354, -1.096791, 5.166223], [-2.442623, -3.533822, 2.262102], [-2.927579, 0.320148, -1.080561], [-0.515190, 1.654792, -4.893872], [0.985496, 1.776190, -4.560541], [-3.638776, -0.359512, -1.568088], [3.373086, 1.652601, 0.365422], [1.752358, -3.270648, -0.021879], [-0.438735, 1.176742, 1.505663], [1.795420, -1.573632, -3.832735], [-1.301543, 0.890978, -3.873575], [-1.340424, -0.418481, -1.176370], [-1.762320, -1.259974, 4.228555], [2.864740, -1.475617, 2.149009], [0.918528, -3.498407, 0.652067], [0.339135, 0.328452, -2.561180], [0.793185, 3.299982, 0.718001], [-0.403485, 4.981075, 5.926350], [-2.904091, 1.298352, -1.575622], [0.143639, -0.444494, 0.316840], [-1.233032, -2.358487, -4.777240], [1.923046, 1.814344, 2.361869], [-0.856932, -2.096166, 1.991065], [-0.243025, 3.046991, 3.146781], [-2.675051, 0.729296, 1.967587], [-2.018535, -3.218968, 0.576341], [-3.193880, 0.460693, -0.016721], [-0.702868, 4.268238, 5.161261], [0.486704, -0.361008, -6.251980], [2.523343, 0.764849, -3.400827], [3.215425, -1.896355, 1.201478], [0.703433, 2.377486, 1.832877], [0.181029, 3.946552, 4.122334], [0.512798, 0.118295, 5.166903], [2.037249, -1.942909, -1.881016], [3.402023, -1.650298, -0.773418], [1.876025, 0.177295, -0.696855], [-2.911315, -1.999758, 1.519061], [-1.636374, 1.399824, 2.167363], [-0.699945, -1.402376, 3.205937], [-1.451395, -0.624433, 5.062838], [1.386112, -1.475648, 2.230368], [1.977244, 0.400953, 4.224084], [0.194419, 0.619425, -1.524844], [-2.112893, -2.752178, 1.561888], [2.740700, -1.181467, -1.518408], [-1.110148, -2.068584, -1.869127], [-2.108031, -2.400292, -2.172167], [0.656745, -1.006365, 3.344391], [0.773742, -2.041370, -5.838103], [1.603560, 0.546590, -3.944614], [0.474516, -2.274771, 1.395840], [-1.494829, 2.457745, 3.185781], [-0.422600, -2.013019, -2.726944], [-1.668698, -1.188246, -6.007910], [3.336703, -0.779546, -2.344300], [-2.545247, -0.792870, -3.546113], [-1.981875, 3.678283, 5.212621], [-2.057341, -2.232966, 4.651798], [1.123388, 2.613435, -3.853401], [2.425035, 2.517887, -0.879559], [-0.652488, 1.258091, -5.915976], [2.979402, 1.590444, -0.665759], [0.096892, -3.941781, 0.082189], [-0.913070, 2.683234, -4.933936], [3.229969, -0.444144, 2.244974], [0.395693, -1.090308, -5.427537], [-1.803438, 1.519154, -3.136346], [3.797822, 1.420545, -1.386409], [-2.380017, 2.770277, 4.227221]],
  "forces_ev_per_angstrom": [[-1.1, 1.6, -1.9], [-0.2, 0.0, 0.1], [-0.1, 0.4, 0.0], [0.0, 0.1, 0.3], [0.1, -0.2, 0.0], [0.0, -0.2, 0.5], [0.2, -0.1, -0.2], [-0.2, 0.4, -0.2], [0.2, 0.1, 0.1], [0.3, 0.5, 0.3], [-0.1, -0.3, -0.1], [-0.2, 0.1, -0.1], [1.6, 1.4, -0.6], [-0.2, 0.1, -0.2], [0.1, 0.2, -0.1], [-1.0, 0.6, 0.0], [0.4, 0.5, -0.3], [0.1, 0.3, 0.0], [0.0, 0.3, 0.0], [-0.1, 0.1, -0.5], [-0.2, -0.2, 0.0], [0.2, 0.9, -0.1], [0.0, 0.3, 0.1], [-1.4, -0.7, -1.0], [1.5, -0.7, 1.3], [-0.3, 0.3, 0.2], [0.5, 0.2, -0.1], [0.0, 0.1, -0.3], [0.0, 0.2, 0.4], [0.2, -0.5, 0.4], [0.0, -0.2, -0.1], [-0.3, -0.3, 0.1], [-0.8, -0.3, 4.5], [0.0, 0.3, -0.1], [0.0, 0.1, -0.5], [1.8, -0.8, -1.5], [-0.1, 0.7, 1.0], [1.6, 1.1, 0.4], [0.0, 0.1, 0.2], [0.2, -0.1, -0.4], [-0.2, -0.3, -0.4], [0.1, -0.3, 0.5], [-0.5, -0.3, 0.4], [0.0, 0.1, 0.2], [-1.6, -0.7, 0.1], [-0.2, 0.0, -0.1], [0.1, -0.1, -0.1], [0.2, 0.3, 0.2], [-0.2, 0.3, -0.3], [0.0, 0.2, 0.1], [0.0, -0.2, -0.1], [-0.3, -1.5, -1.3], [-0.5, -0.1, 0.0], [0.0, -0.1, -0.1], [-0.9, -0.1, 2.1], [-0.1, -0.2, 0.1], [0.2, 0.0, -1.2], [-0.5, -0.1, -0.2], [0.2, 0.0, -0.4], [-0.1, -0.2, -0.6], [0.3, -0.3, -0.2], [1.9, -0.5, -1.3], [0.0, 0.4, 0.1], [0.6, -1.3, -2.1], [-2.0, -0.4, 2.0], [0.0, 0.5, 1.0], [-0.4, -0.2, 0.2], [0.0, 0.0, 0.4], [0.0, -0.4, 0.1], [0.5, 0.1, 0.4], [0.4, 0.1, -0.3], [0.1, 0.1, -0.2], [0.0, -0.3, -0.2], [0.3, -0.3, 0.1], [0.0, 0.0, 0.6], [0.4, 0.4, -0.1], [0.2, 0.0, 0.1], [0.1, -0.4, 0.0], [0.1, -0.2, -0.1], [-0.4, -0.4, -0.5], [0.1, -0.3, -0.2], [-0.3, 0.2, 0.3], [0.2, 0.0, -0.4]]
}